DFT (wB97M-V/def2-TZVPD) results for an isolated molecule of C4H7NS2 at a distorted geometry.

- HOMO-LUMO gap (hartree) = 0.3084
- strongest force on any atom (eV Å⁻¹) = 6.6
- energy relative to the best compared isomer or geometry (same formula, charge and spin) (kcal per mole) = 78.1
- multiplicity = 1
- net charge = 0

Last column: Löwdin charge in e.
Atoms and positions in Å:
C (0.2711, 2.3560, -0.0437)  -0.484
S (0.6809, 1.0024, -0.9543)  0.875
C (0.4105, -0.5289, -0.1701)  -1.082
S (0.7284, -1.9003, -0.9943)  0.634
C (-0.2799, -0.2852, 1.2081)  -0.378
C (-1.5141, -0.9260, 1.4430)  -0.157
N (-1.5631, 0.5879, 1.2497)  0.016
H (-0.8816, 2.6059, -0.3267)  0.104
H (0.7788, 3.1800, -0.3053)  -0.021
H (0.3909, 2.2664, 1.0705)  0.066
H (0.2386, 0.0003, 2.1015)  0.133
H (-2.3140, -1.3398, 0.6592)  0.174
H (-1.5613, -1.1081, 2.4440)  0.068
H (-1.5843, 0.9514, 2.1637)  0.052